Record 1
# C5H10N2O

C5H10N2O as an isolated structure at a distorted geometry (wB97M-V/def2-TZVPD, the OMol25 dataset).

## Properties
frontier orbital gap = 9.15 eV
HOMO energy = -8.785 eV
charge = 0

```
18
C5H10N2O (wB97M-V/def2-TZVPD)
C 0.311 -0.640 -0.167
C 0.135 -1.719 0.845
N 0.999 1.745 0.180
C -0.152 0.725 0.201
N 2.044 1.608 1.085
C -0.837 -0.258 -1.445
C -2.162 -0.120 -1.531
O -1.129 1.051 0.902
H 0.577 2.672 0.171
H 1.237 -0.672 -0.743
H 1.710 1.184 1.955
H 2.763 1.010 0.683
H -0.333 -0.632 -2.336
H -0.744 -2.330 0.610
H 1.031 -2.337 0.937
H -0.028 -1.323 1.857
H -2.686 -0.318 -2.461
H -2.737 0.355 -0.744
```

---

Record 2
# C32H38N12O10PtS3

C32H38N12O10PtS3 as an isolated structure at a distorted geometry (wB97M-V/def2-TZVPD, the OMol25 dataset).

## Properties
frontier orbital gap (alpha / beta) = 5.22 / 7.51 eV
HOMO energy (alpha / beta) = -11.246 / -13.678 eV
charge = +2
spin multiplicity = 5

```
96
C32H38N12O10PtS3 (wB97M-V/def2-TZVPD)
Pt -1.547 -0.569 1.436
C 0.205 -4.303 3.023
C -0.741 -3.260 2.487
N -0.515 -1.902 2.687
N 0.620 -1.618 3.494
C 1.491 -0.646 3.315
N 2.118 -0.178 4.378
S 1.943 0.090 1.807
C -1.929 -3.520 1.726
C -2.414 -4.798 1.327
C -3.523 -4.882 0.521
C -4.196 -3.752 0.075
C -3.674 -2.531 0.474
N -2.600 -2.421 1.239
H 1.190 -4.240 2.565
H -0.178 -5.309 2.875
H 0.379 -4.239 4.107
H 0.523 -2.037 4.408
H 1.813 -0.389 5.304
H 2.971 0.369 4.324
H -1.924 -5.724 1.628
H -3.837 -5.862 0.190
H -5.057 -3.788 -0.584
H -4.109 -1.570 0.197
O -7.566 5.299 0.362
S -8.192 6.274 1.144
O -7.571 7.557 1.237
O -9.439 6.056 1.764
C -7.169 5.085 3.314
N -7.426 5.608 4.457
C -6.779 5.014 5.481
C -5.871 3.952 5.248
C -5.731 3.533 3.944
N -6.401 4.133 2.922
C -4.822 2.452 3.483
C -4.059 1.668 4.341
C -3.177 0.745 3.788
N -3.087 0.549 2.485
C -3.853 1.278 1.657
C -4.721 2.233 2.113
H -6.958 5.412 6.484
H -5.413 3.434 6.083
H -4.081 1.792 5.418
H -2.542 0.154 4.427
H -3.759 1.087 0.595
H -5.292 2.863 1.410
O 1.242 2.506 -5.316
N 1.551 1.647 -4.530
O 2.400 0.797 -4.743
C 0.846 1.587 -3.210
C 0.941 0.429 -2.496
C 0.343 0.288 -1.290
C -0.581 1.249 -0.801
O -1.354 1.088 0.203
C -0.639 2.442 -1.591
C 0.061 2.624 -2.753
N -1.481 3.582 -1.156
O -1.036 4.678 -1.428
O -2.552 3.373 -0.620
N 0.396 -1.004 -0.598
O 3.082 -0.826 -0.430
O 1.147 -2.006 -1.364
H 1.528 -0.398 -2.859
H -0.058 3.531 -3.337
C 6.304 -0.485 0.316
C 5.740 0.942 0.168
C 5.644 1.514 -1.239
C 4.325 1.220 -1.934
N 4.200 -0.197 -2.325
C 3.677 -1.175 -1.635
S 1.719 -1.552 0.190
N 3.754 -2.418 -2.009
C 4.344 -2.880 -3.300
C 3.325 -2.616 -4.407
C 3.939 -2.918 -5.768
C 2.998 -2.629 -6.910
H 6.626 -0.604 1.353
H 7.205 -0.603 -0.304
H 5.588 -1.307 0.133
H 6.338 1.641 0.761
H 4.750 0.973 0.628
H 6.515 1.192 -1.847
H 5.654 2.612 -1.212
H 4.274 1.740 -2.893
H 3.432 1.492 -1.365
H 4.767 -0.501 -3.142
H 3.256 -3.124 -1.461
H 4.611 -3.920 -3.218
H 5.290 -2.326 -3.413
H 2.992 -1.579 -4.377
H 2.455 -3.232 -4.258
H 4.273 -3.986 -5.814
H 4.834 -2.278 -5.915
H 2.136 -3.308 -6.940
H 3.487 -2.771 -7.856
H 2.613 -1.601 -6.846
```

---

Number 1: calculated total energy -381.12152 hartree. Number 2: calculated total energy -3964.51372 hartree.